[1]
17
Properties=species:S:1:pos:R:3:mulliken_spin:R:1 method="wB97M-V/def2-TZVPD" charge=+1 e_lumo_ev="-3.68 / -3.83" spin_multiplicity=4 s2=3.8558 gap_ev="9.339 / 8.162"
C -1.737 1.557 -0.186 -0.252
Mn -0.624 -0.215 -0.453 3.249
N 0.743 -1.796 -1.246 0.003
H -1.136 -0.046 -2.240 -0.029
H 1.707 -1.461 -1.233 0.001
H -1.799 0.329 -1.955 -0.010
H -2.196 1.969 -1.078 0.003
H -0.998 2.253 0.228 0.014
H -2.485 1.332 0.582 0.020
H 0.704 -2.619 -0.649 0.003
H 0.550 -2.108 -2.199 0.002
C 1.566 0.294 1.648 -0.006
O 0.262 -0.311 1.438 -0.009
H 2.070 0.319 0.681 0.010
H 2.108 -0.334 2.361 -0.001
H 1.452 1.329 2.012 -0.001
H -0.188 -0.493 2.287 0.003

=====

[2]
18
Properties=species:S:1:pos:R:3:mulliken_spin:R:1 method="wB97M-V/def2-TZVPD" charge=-1 e_lumo_ev="4.25 / 4.04" spin_multiplicity=2 s2=0.7504 gap_ev="3.147 / 9.898"
N 0.328 -0.975 -1.199 1.668
C -0.703 0.038 -1.023 1.059
C -0.289 1.187 -0.129 0.269
N -0.077 0.771 1.279 0.529
H 0.362 -1.582 -0.378 -0.755
H 0.163 -1.539 -2.026 -0.593
H -1.109 0.487 -1.918 -0.436
H -1.606 -0.439 -0.610 0.178
H -1.140 1.871 -0.130 -0.013
H 0.586 1.734 -0.487 -0.248
H 0.581 1.403 1.719 -0.178
H 0.443 -0.106 1.288 -0.197
H 1.977 -0.098 -1.168 -0.145
H 3.484 0.220 -1.450 -0.100
O 2.686 0.593 -1.062 0.069
H -1.578 -1.326 3.128 -0.115
H -1.910 -0.787 1.763 -0.064
O -2.199 -1.454 2.401 0.071

=====

[3]
18
Properties=species:S:1:pos:R:3:mulliken_charge:R:1 method="wB97M-V/def2-TZVPD" charge=0 e_lumo_ev=0.90 smiles=NCCN.O.O gap_ev=10.249
N 1.136 0.985 -0.855 -0.541
C 0.842 -0.302 -1.422 -0.474
C -0.676 -0.619 -1.227 -0.521
N -0.933 -1.134 0.149 -0.550
H 1.411 0.971 0.116 0.246
H 1.919 1.427 -1.317 0.205
H 1.004 -0.393 -2.497 0.398
H 1.335 -1.176 -0.973 0.214
H -1.038 -1.344 -1.962 0.361
H -1.177 0.336 -1.362 0.279
H -1.047 -2.133 0.044 0.213
H -1.768 -0.697 0.516 0.194
O -1.167 2.412 0.555 -0.649
H -0.547 2.574 -0.142 0.319
H -2.051 2.721 0.366 0.301
O 0.828 -1.476 2.470 -0.699
H 1.756 -1.667 2.303 0.317
H 0.481 -1.196 1.598 0.385

=====

[4]
18
Properties=species:S:1:pos:R:3:mulliken_charge:R:1 method="wB97M-V/def2-TZVPD" charge=0 e_lumo_ev=0.71 smiles=CNCN.O.O gap_ev=9.835
C -1.578 -0.099 2.003 -0.877
N -0.524 -0.009 0.981 -0.296
C -0.310 -1.319 0.292 -0.485
N 0.539 -1.158 -0.842 -0.536
H -2.596 -0.135 1.581 0.304
H -1.363 -1.023 2.532 0.315
H -1.612 0.776 2.657 0.305
H -0.745 0.696 0.295 0.106
H -1.268 -1.724 -0.045 0.363
H 0.002 -2.035 1.059 0.374
H 0.103 -0.585 -1.556 0.238
H 1.450 -0.786 -0.618 0.246
O 3.842 0.598 -0.755 -0.650
H 3.777 1.500 -0.445 0.321
H 3.755 0.085 0.056 0.322
O -2.144 1.536 -1.479 -0.644
H -1.322 1.131 -1.205 0.267
H -2.642 1.766 -0.707 0.331

=====

[5]
18
Properties=species:S:1:pos:R:3:mulliken_charge:R:1 method="wB97M-V/def2-TZVPD" charge=0 e_lumo_ev=0.50 smiles=NCCN.O.O gap_ev=9.880
N 0.461 0.829 2.093 -0.637
C -0.211 -0.498 2.113 -0.332
C -0.549 -1.055 0.669 -0.375
N 0.652 -1.127 -0.168 -0.646
H 1.170 0.774 1.401 0.185
H 1.087 0.944 2.840 0.256
H -1.240 -0.613 2.469 0.270
H 0.340 -1.207 2.674 0.320
H -0.993 -2.047 0.790 0.385
H -1.408 -0.515 0.141 0.143
H 0.578 -1.516 -1.140 0.243
H 1.027 -0.130 -0.390 0.185
O -3.833 -1.244 -2.268 -0.643
H -3.662 -0.473 -2.835 0.323
H -2.948 -1.297 -1.827 0.323
O 3.114 3.051 -1.821 -0.633
H 3.935 3.343 -2.301 0.324
H 2.480 2.784 -2.439 0.309

=====

[6]
18
Properties=species:S:1:pos:R:3:mulliken_spin:R:1 method="wB97M-V/def2-TZVPD" charge=+1 e_lumo_ev="-3.42 / -8.38" spin_multiplicity=2 s2=0.7551 gap_ev="10.869 / 5.904"
C -0.539 -0.020 0.152 0.030
C -1.570 0.216 -0.963 0.081
N -0.974 0.924 -2.094 0.073
N 0.064 1.166 0.560 0.781
H -1.001 -0.465 1.029 0.011
H 0.200 -0.775 -0.142 0.077
H -1.819 -0.766 -1.348 -0.005
H -2.450 0.706 -0.539 0.005
H -0.768 1.902 -1.914 -0.003
H -1.662 0.982 -2.851 0.000
H 0.284 1.917 -0.090 -0.022
H 0.173 1.477 1.527 -0.029
H -0.678 -4.843 -0.152 0.000
H -1.218 -3.623 -0.872 0.000
O -0.911 -3.920 -0.006 0.001
H 4.205 1.823 1.792 0.000
H 4.570 1.298 3.181 0.000
O 4.094 2.002 2.730 0.000

=====

[7]
19
Properties=species:S:1:pos:R:3:mulliken_spin:R:1 method="wB97M-V/def2-TZVPD" charge=-1 e_lumo_ev="3.59 / 3.56" spin_multiplicity=2 s2=0.7504 gap_ev="2.749 / 7.950"
C 1.408 -0.014 0.275 0.393
C 0.733 0.972 0.907 0.128
N -0.103 1.882 0.223 0.524
N 1.954 -1.142 0.920 -0.067
H 1.073 -0.064 -0.758 -0.238
H 0.810 1.194 1.963 -0.053
H 0.005 2.272 -0.706 -0.171
H -0.576 2.538 0.819 -0.153
H 1.349 -1.962 0.866 -0.009
H 2.079 -0.963 1.913 -0.005
H -0.276 1.757 -3.960 -0.469
H -0.438 0.703 -2.810 -0.039
O -0.217 1.636 -2.994 0.874
H -2.841 -0.041 -0.076 -0.080
H -1.286 0.372 0.048 -0.050
O -1.959 -0.326 0.192 0.222
H -1.460 -2.981 1.598 -0.047
H -1.062 -1.878 0.595 0.022
O -0.798 -2.751 0.944 0.217

=====

| no. | total energy (eV) |
| --- | --- |
| 1 | -37117.3050 |
| 2 | -9342.6813 |
| 3 | -9343.6182 |
| 4 | -9343.0747 |
| 5 | -9342.5288 |
| 6 | -9334.8014 |
| 7 | -11389.6956 |